Version 1
Below is a 4-piece molecular cluster, C8H16Br8 overall, with properties calculated with wB97M-V/def2-TZVPD.

## Properties
SMILES string: BrCCBr.BrCCBr.BrCCBr.BrCCBr
Lowest unoccupied orbital energy, Ha: 0.002
Orbital gap, eV: 10.0
Total charge: 0

```
32
C8H16Br8, DFT wB97M-V/def2-TZVPD
Br 2.936 -0.910 0.891
C 4.193 -2.094 -0.148
C 5.369 -2.422 0.742
Br 6.459 -3.966 -0.012
H 4.509 -1.564 -1.047
H 3.654 -3.032 -0.278
H 5.054 -2.678 1.754
H 6.048 -1.583 0.891
Br -2.611 2.167 0.302
C -0.694 1.675 0.631
C -0.170 0.790 -0.510
Br -0.880 -0.987 -0.340
H -0.628 1.037 1.513
H -0.077 2.572 0.691
H 0.913 0.736 -0.395
H -0.344 1.095 -1.542
Br -4.781 0.847 2.939
C -4.405 2.683 3.526
C -5.689 3.375 3.616
Br -5.399 5.267 4.228
H -3.735 3.151 2.805
H -4.002 2.645 4.538
H -6.325 3.005 4.420
H -6.058 3.382 2.591
Br -0.547 -3.404 -5.199
C 0.428 -1.796 -4.611
C 1.219 -2.010 -3.305
Br 2.198 -0.344 -2.655
H -0.293 -0.979 -4.573
H 1.091 -1.543 -5.439
H 1.998 -2.743 -3.515
H 0.570 -2.372 -2.508
```

=====

Version 2
Below is a 4-piece molecular cluster, C8H16Br8 overall, with properties calculated with wB97M-V/def2-TZVPD.

## Properties
SMILES string: BrCCBr.BrCCBr.BrCCBr.BrCCBr
Lowest unoccupied orbital energy, Ha: 0.007
Orbital gap, eV: 10.3
Total charge: 0

```
32
C8H16Br8, DFT wB97M-V/def2-TZVPD
Br -1.371 -2.204 -0.270
C -0.089 -2.422 1.178
C 1.230 -1.919 0.708
Br 2.554 -2.082 2.102
H -0.105 -3.478 1.426
H -0.468 -1.861 2.027
H 1.203 -0.877 0.399
H 1.602 -2.475 -0.151
Br -1.341 0.331 3.328
C -2.852 0.010 2.144
C -3.955 0.999 2.362
Br -4.920 0.646 3.977
H -3.164 -1.019 2.311
H -2.458 0.049 1.130
H -4.634 1.002 1.512
H -3.543 2.001 2.456
Br -0.024 0.509 -2.689
C -1.786 -0.122 -3.235
C -2.371 0.655 -4.370
Br -2.576 2.526 -3.987
H -2.405 -0.178 -2.345
H -1.593 -1.149 -3.544
H -3.389 0.318 -4.556
H -1.782 0.557 -5.275
Br 2.611 1.553 -0.287
C 4.555 1.311 -0.294
C 5.022 1.256 1.140
Br 6.947 0.999 1.139
H 4.959 2.135 -0.868
H 4.731 0.358 -0.781
H 4.584 0.395 1.633
H 4.826 2.175 1.680
```

=====

Quick ranking, most stable first: version 2, version 1.

=====

Version 1
Below is the molecule C4H11NS2, with properties calculated with wB97M-V/def2-TZVPD.

## Properties
SMILES string: CCSSCCN
Lowest unoccupied orbital energy, Ha: 0.030
Orbital gap, eV: 9.0
Total charge: 0

```
18
C4H11NS2, DFT wB97M-V/def2-TZVPD
N -0.118 -1.050 2.959
C 0.346 -0.739 1.629
C 0.140 0.776 1.387
S -1.540 1.304 0.887
S -1.656 0.175 -0.819
C -0.083 0.522 -1.644
C -0.034 0.022 -3.100
H 0.536 -0.707 3.595
H -0.699 -1.871 3.155
H 1.444 -0.807 1.519
H -0.133 -1.446 0.778
H 0.325 1.265 2.348
H 0.770 1.174 0.695
H 0.177 1.644 -1.694
H 0.748 -0.025 -1.045
H 0.568 -0.852 -3.461
H 0.345 0.790 -3.736
H -1.135 -0.175 -3.453
```

=====

Version 2
Below is the molecule C4H11NS2, with properties calculated with wB97M-V/def2-TZVPD.

## Properties
SMILES string: CNCCCSS
Lowest unoccupied orbital energy, Ha: 0.015
Orbital gap, eV: 8.7
Total charge: 0

```
18
C4H11NS2, DFT wB97M-V/def2-TZVPD
S -3.270 0.204 -0.372
S -1.309 -0.643 -0.386
C -0.545 0.209 1.028
C 0.707 0.996 0.623
C 1.786 0.461 -0.300
N 2.927 -0.243 0.474
C 4.145 -0.559 -0.341
H -3.298 0.453 0.898
H -1.266 0.717 1.708
H -0.276 -0.807 1.460
H 0.308 1.912 0.124
H 1.176 1.415 1.451
H 2.148 1.332 -0.778
H 1.342 -0.052 -1.160
H 2.538 -1.063 0.902
H 3.872 -0.841 -1.385
H 4.852 0.283 -0.427
H 4.825 -1.263 -0.044
```

=====

Quick ranking, most stable first: version 1, version 2.

=====

Version 1
Below is the molecule C27H31N3O3, with properties calculated with wB97M-V/def2-TZVPD.

## Properties
SMILES string: CC[C@@H](C)c1ccc(N(C(=O)c2ccco2)[C@H](C(=O)NC2CCCC2)c2cccnc2)cc1
Lowest unoccupied orbital energy, Ha: 0.021
Orbital gap, eV: 9.1
Total charge: 0

```
64
C27H31N3O3, DFT wB97M-V/def2-TZVPD
C 5.269 2.845 -0.918
C 5.854 1.568 -1.506
H 6.935 1.681 -1.613
H 5.435 1.420 -2.504
C 5.579 0.299 -0.674
C 4.092 0.086 -0.540
C 3.406 -0.541 -1.575
C 2.039 -0.731 -1.521
C 1.323 -0.292 -0.414
C 1.993 0.347 0.620
C 3.362 0.528 0.557
H 3.857 1.028 1.373
H 1.436 0.704 1.474
N -0.081 -0.467 -0.349
C -0.691 -1.037 0.722
O -1.892 -0.938 0.938
C 0.165 -1.860 1.597
C 1.255 -2.661 1.356
C 1.538 -3.313 2.574
C 0.605 -2.866 3.462
O -0.227 -2.001 2.881
H 0.445 -3.083 4.500
H 2.324 -4.015 2.759
H 1.779 -2.778 0.430
C -0.871 0.185 -1.395
C -2.031 -0.671 -1.836
C -3.245 -0.123 -2.232
C -4.259 -0.966 -2.656
C -4.017 -2.331 -2.677
N -2.859 -2.862 -2.326
C -1.899 -2.056 -1.920
H -0.972 -2.543 -1.643
H -4.776 -3.033 -2.996
H -5.214 -0.570 -2.964
H -3.392 0.947 -2.216
H -0.199 0.329 -2.250
C -1.279 1.613 -0.949
O -0.807 2.594 -1.488
N -2.163 1.628 0.050
H -2.443 0.739 0.460
C -2.625 2.831 0.703
H -2.263 3.676 0.112
C -2.150 2.869 2.158
C -3.084 1.888 2.873
C -4.406 1.918 2.081
H -4.684 0.910 1.777
H -5.222 2.319 2.681
C -4.148 2.802 0.851
H -4.506 3.817 1.025
H -4.634 2.417 -0.044
H -3.229 2.166 3.917
H -2.660 0.884 2.853
H -1.100 2.594 2.251
H -2.278 3.879 2.548
H 1.529 -1.233 -2.330
H 3.953 -0.893 -2.438
C 6.315 0.324 0.664
H 7.389 0.333 0.491
H 6.063 1.204 1.248
H 6.068 -0.561 1.247
H 5.977 -0.546 -1.250
H 5.705 3.071 0.051
H 5.475 3.683 -1.581
H 4.191 2.758 -0.804
```

=====

Version 2
Below is the molecule C27H31N3O3, with properties calculated with wB97M-V/def2-TZVPD.

## Properties
SMILES string: COCCOC1CCN(Cc2cn(Cc3ccccc3)nc2-c2cc3ccccc3o2)CC1
Lowest unoccupied orbital energy, Ha: 0.026
Orbital gap, eV: 8.5
Total charge: 0

```
64
C27H31N3O3, DFT wB97M-V/def2-TZVPD
C 5.043 1.874 3.603
H 4.927 2.214 4.631
O 5.022 0.468 3.652
C 5.313 -0.167 2.431
C 4.127 -0.193 1.458
O 4.569 -0.833 0.281
C 3.568 -1.301 -0.612
C 2.538 -0.241 -1.011
C 1.568 -0.835 -2.041
N 0.891 -2.034 -1.585
C 1.855 -3.036 -1.180
C 2.840 -2.551 -0.105
H 2.294 -2.324 0.812
H 3.566 -3.334 0.117
H 1.313 -3.915 -0.822
H 2.417 -3.324 -2.074
C -0.147 -1.794 -0.585
C -1.197 -0.884 -1.125
C -2.061 -1.147 -2.166
N -2.806 -0.042 -2.361
N -2.498 0.920 -1.506
C -1.515 0.443 -0.741
C -0.954 1.274 0.292
C -1.236 2.578 0.579
C -0.423 2.932 1.691
C -0.236 4.083 2.454
C 0.666 4.036 3.495
C 1.380 2.873 3.789
C 1.217 1.719 3.047
C 0.312 1.767 2.000
O -0.012 0.768 1.144
H 1.767 0.820 3.277
H 2.072 2.873 4.617
H 0.827 4.915 4.102
H -0.789 4.982 2.231
H -1.937 3.193 0.054
C -3.896 0.125 -3.286
C -5.154 -0.522 -2.757
C -5.845 -1.466 -3.501
C -6.993 -2.051 -2.992
C -7.451 -1.702 -1.734
C -6.760 -0.764 -0.984
C -5.618 -0.174 -1.494
H -5.072 0.557 -0.915
H -7.114 -0.490 -0.002
H -8.344 -2.161 -1.337
H -7.527 -2.784 -3.580
H -5.489 -1.743 -4.483
H -3.619 -0.307 -4.251
H -4.049 1.202 -3.402
H -2.176 -2.026 -2.767
H -0.598 -2.767 -0.363
H 0.241 -1.377 0.353
H 0.815 -0.093 -2.313
H 2.123 -1.104 -2.946
H 1.977 0.082 -0.134
H 3.042 0.629 -1.436
H 4.151 -1.579 -1.501
H 3.799 0.833 1.238
H 3.296 -0.733 1.926
H 6.168 0.309 1.933
H 5.585 -1.195 2.683
H 5.998 2.240 3.206
H 4.228 2.281 2.996
```

=====

Quick ranking, most stable first: version 1, version 2.

=====

Version 1
Below is a 9-piece molecular cluster, C2H22O9 overall, with properties calculated with wB97M-V/def2-TZVPD.

## Properties
SMILES string: CCO.O.O.O.O.O.O.O.O
Lowest unoccupied orbital energy, Ha: 0.006
Orbital gap, eV: 10.9
Total charge: 0

```
33
C2H22O9, DFT wB97M-V/def2-TZVPD
C -1.937 -2.976 0.722
O -1.053 -2.395 -0.260
C -1.817 -2.295 2.112
H -2.937 -2.755 0.364
H -1.592 -3.998 0.802
H -0.213 -2.224 0.183
H -2.561 -1.509 2.229
H -1.798 -3.025 2.912
H -0.918 -1.677 2.020
H -0.580 -1.197 -1.585
H -1.502 -0.415 -2.444
O -0.662 -0.882 -2.505
H 0.244 2.472 -1.275
H -1.049 3.072 -0.626
O -0.239 2.592 -0.438
H 1.318 -0.160 2.937
H 1.393 -1.711 2.504
O 1.725 -0.822 2.372
H 0.200 2.338 1.470
H 0.418 2.894 2.836
O -0.279 2.751 2.187
H -1.683 0.199 3.097
H -1.126 1.143 2.056
O -1.546 0.256 2.140
H 2.006 -0.679 -2.836
H 0.753 -0.935 -3.709
O 1.675 -0.615 -3.738
H 1.131 1.104 -3.129
H 0.451 2.515 -3.285
O 1.189 2.047 -2.889
H 3.347 1.062 0.506
H 1.982 0.540 0.116
O 2.454 1.362 0.306
```

=====

Version 2
Below is a 9-piece molecular cluster, C2H22O9 overall, with properties calculated with wB97M-V/def2-TZVPD.

## Properties
SMILES string: CO.CO.O.O.O.O.O.O.O
Lowest unoccupied orbital energy, Ha: 0.006
Orbital gap, eV: 10.3
Total charge: 0

```
33
C2H22O9, DFT wB97M-V/def2-TZVPD
C -1.672 1.833 -3.995
O -1.239 0.605 -3.458
H -2.268 2.440 -3.314
H -0.818 2.498 -4.127
H -2.195 1.839 -4.952
H -2.039 0.180 -3.139
C 1.719 -0.797 4.371
O 2.615 -0.074 3.540
H 0.904 -0.212 4.799
H 1.365 -1.652 3.795
H 2.309 -1.069 5.246
H 2.286 0.019 2.643
O -3.838 -2.819 3.078
H -3.312 -2.625 2.301
H -4.743 -2.718 2.785
O 3.344 -1.526 -3.770
H 2.770 -1.623 -3.011
H 2.751 -1.331 -4.496
O 0.462 0.391 0.334
H -0.357 -0.099 0.410
H 0.421 0.794 -0.533
O 1.778 -3.313 0.500
H 2.518 -3.738 0.065
H 2.172 -2.831 1.227
O 1.558 4.213 -0.070
H 1.680 4.816 -0.803
H 2.329 4.347 0.482
O -1.814 -2.847 0.035
H -0.891 -3.100 0.072
H -2.111 -3.147 -0.823
O -2.129 3.561 0.393
H -1.195 3.673 0.570
H -2.360 4.310 -0.156
```

=====

Quick ranking, most stable first: version 1, version 2.